(1)
ORCA calculation (ωB97M-V/def2-TZVPD) on 2 unconnected molecules or ions with the total composition C18H27N5O6S.

Positions of all 57 atoms, in Å:
S (3.266, -0.574, -4.088)
O (1.519, 1.397, 3.324)
O (3.273, -1.033, -5.475)
O (0.275, -3.098, 1.280)
O (-2.765, -2.696, -2.060)
O (-2.231, -0.222, 0.921)
O (3.439, 0.861, -3.885)
N (-0.956, -2.717, -0.633)
N (0.426, 0.612, 1.520)
N (0.827, -1.259, -1.032)
N (-2.971, 1.070, 2.551)
N (4.608, -1.274, -3.447)
C (-2.907, 2.118, 3.569)
C (-2.027, 0.734, 1.664)
C (2.509, -0.429, 2.179)
C (-0.717, 1.539, 1.564)
C (1.792, -0.797, -1.841)
C (-1.962, 3.349, 0.243)
C (-2.282, -2.834, -0.946)
C (1.435, 0.611, 2.389)
C (1.688, 3.015, -0.512)
C (-0.684, 2.494, 0.343)
C (0.533, 3.454, 0.396)
C (1.970, -1.301, -3.113)
C (1.149, -2.304, -3.605)
C (0.021, -2.236, -1.475)
C (-2.093, -3.406, 1.367)
C (-0.793, -2.989, 0.697)
C (0.162, -2.776, -2.757)
C (-3.125, -3.279, 0.237)
H (-0.632, 1.892, -0.567)
H (0.239, 4.452, 0.067)
H (2.076, 2.050, -0.187)
H (2.489, 3.752, -0.459)
H (-0.629, 2.155, 2.457)
H (2.905, -0.343, 1.171)
H (0.897, 3.549, 1.420)
H (-3.803, 0.502, 2.517)
H (0.431, -0.094, 0.791)
H (-2.020, -4.432, 1.739)
H (-3.829, 2.126, 4.153)
H (-2.784, 3.095, 3.102)
H (-3.620, -4.231, 0.023)
H (1.265, -2.702, -4.614)
H (2.449, -0.011, -1.478)
H (1.343, 2.940, -1.544)
H (3.305, -0.272, 2.905)
H (-3.878, -2.519, 0.465)
H (5.371, -0.672, -3.727)
H (-2.844, 2.717, 0.137)
H (-2.063, 3.981, 1.125)
H (-2.067, 1.936, 4.243)
H (2.078, -1.419, 2.317)
H (4.680, -2.175, -3.897)
H (-0.509, -3.560, -3.087)
H (-2.321, -2.733, 2.198)
H (-1.908, 3.985, -0.642)

Spin multiplicity = 1
LUMO energy = -0.3 eV
SMILES = NS(=O)(=O)c1ccc(N2C(=O)CCC2=O)nc1.CC[C@H](C)[C@H](NC(C)=O)C(=O)NC
Energy = -49676.47425 eV

=====

(2)
ORCA calculation (ωB97M-V/def2-TZVPD) on a molecular structure, C36H56Br16F5N2O2P.

Positions of all 118 atoms, in Å:
Br (-1.686, 4.317, 6.275)
Br (-0.227, -1.013, -5.889)
Br (-0.358, -4.628, -6.622)
Br (-5.311, 0.939, -3.117)
Br (2.108, -9.189, 4.658)
Br (2.657, -3.527, 3.457)
Br (1.366, 5.158, 4.372)
Br (-3.189, -3.442, -4.350)
Br (4.348, 3.610, -2.625)
Br (4.171, -0.058, -2.931)
Br (3.052, -7.526, 1.505)
Br (2.516, 7.410, -0.093)
Br (-4.745, -6.088, -6.399)
Br (0.507, 7.481, -3.182)
Br (1.585, -3.430, 6.984)
Br (-6.422, 2.187, 0.178)
P (1.797, 1.335, 2.173)
F (-2.949, -4.703, -0.218)
F (-3.390, -3.761, 1.711)
F (-1.560, -2.128, 1.738)
F (-0.640, -3.909, 0.624)
F (-3.918, -2.637, -0.091)
O (-2.045, 3.760, 0.952)
O (-1.684, 2.516, -0.883)
N (0.858, 1.135, -1.936)
N (0.285, -0.410, 0.608)
C (0.780, 0.858, 3.669)
C (-1.637, 2.865, 2.003)
C (-1.302, -1.721, -3.229)
C (-0.387, -3.109, -7.842)
C (0.092, -0.019, -1.843)
C (-1.107, -1.983, -0.681)
C (-5.593, 0.489, -0.298)
C (-4.529, 0.672, -1.349)
C (0.983, -8.379, 3.288)
C (2.130, 2.792, -0.600)
C (-0.892, 6.054, 5.894)
C (0.542, -2.017, -7.376)
C (1.287, 1.465, -0.699)
C (2.953, -4.818, 4.885)
C (0.346, 8.556, -1.566)
C (-2.978, -3.493, 0.409)
C (4.407, 0.595, 1.147)
C (-4.345, -4.919, -3.815)
C (0.756, -0.700, 3.983)
C (-1.302, 3.444, -0.218)
C (-0.222, -0.777, -0.630)
C (-4.029, -6.173, -4.590)
C (-0.069, 4.298, -0.650)
C (-2.804, 2.508, 3.008)
C (4.097, 1.313, -4.313)
C (1.699, 8.921, -1.012)
C (-1.527, -2.816, 0.555)
C (3.478, 0.488, 2.432)
C (-1.630, -2.439, -1.963)
C (1.292, 3.950, 0.085)
C (1.044, 0.716, 0.577)
C (5.051, 2.442, -4.017)
C (1.740, -4.945, 5.769)
C (-0.475, -0.537, -3.134)
C (1.515, -8.653, 1.905)
C (-0.326, 6.104, 4.502)
H (0.068, 4.302, -1.769)
H (1.606, 9.698, -0.254)
H (-2.962, -6.363, -4.680)
H (0.246, -0.867, 4.969)
H (1.787, -1.130, 4.073)
H (-0.265, 7.989, -0.867)
H (-2.291, -3.329, -2.038)
H (1.926, 4.885, 0.052)
H (0.694, -1.281, -8.166)
H (2.354, 3.142, -1.654)
H (-2.472, 1.730, 3.744)
H (3.158, -5.761, 4.377)
H (4.025, 1.020, 3.257)
H (-0.152, 6.239, 6.670)
H (-0.057, -3.509, -8.800)
H (-5.372, -4.582, -3.943)
H (-0.278, 1.225, 3.636)
H (-0.196, 9.450, -1.873)
H (5.294, -0.097, 1.217)
H (1.507, -2.388, -7.041)
H (3.089, 2.645, -0.046)
H (1.832, -9.683, 1.761)
H (-3.923, -0.230, -1.441)
H (-6.393, -0.179, -0.609)
H (-0.988, 5.668, 3.756)
H (3.060, 1.634, -4.387)
H (-5.154, 0.118, 0.628)
H (-4.511, -7.037, -4.134)
H (0.003, -8.838, 3.419)
H (5.172, 3.082, -4.891)
H (-1.423, -2.787, -7.924)
H (-0.317, 5.371, -0.381)
H (-1.702, -2.087, -4.233)
H (1.827, -5.819, 6.415)
H (3.816, 0.380, 0.212)
H (-3.130, 3.398, 3.616)
H (4.382, 0.803, -5.234)
H (4.794, 1.645, 1.029)
H (3.844, -4.499, 5.421)
H (-3.715, 2.100, 2.490)
H (1.057, 3.781, 1.165)
H (-0.213, 0.026, -4.100)
H (-1.243, 1.884, 1.620)
H (0.807, -5.002, 5.212)
H (0.916, -7.318, 3.519)
H (-0.820, 3.338, 2.625)
H (2.403, 9.246, -1.775)
H (6.029, 2.103, -3.684)
H (3.337, -0.605, 2.632)
H (-0.096, 7.132, 4.220)
H (-3.878, 1.524, -1.158)
H (0.182, -1.275, 3.211)
H (1.262, 1.371, 4.554)
H (0.771, -8.396, 1.152)
H (-4.146, -5.065, -2.753)
H (-1.708, 6.768, 5.998)

Spin multiplicity = 1
LUMO energy = -0.6 eV
Energy = -1188869.13766 eV

=====

Calculated largest force on an atom (eV/A), listed in the same order as above: 4.23; 4.09